1.
Entry from OMol25: a 5-piece molecular cluster, C27H60ClN4O15S4 overall at a distorted geometry (ωB97M-V/def2-TZVPD).

Geometry (Å):
C  -6.95006  1.82007  1.16335
C  -5.61682  1.85991  2.11937
O  -4.66959  2.94959  1.80837
N  -3.60993  2.51471  1.10384
C  -2.29124  2.02822  1.66263
C  -2.41652  1.28671  3.14330
C  -0.88001  0.69884  3.44637
C  -0.82401  -0.38135  4.67559
C  0.32540  -1.50671  4.25367
C  1.39953  -1.81587  5.48827
C  2.64622  -2.65971  4.76202
C  4.12374  -2.00160  5.04045
O  4.46573  -0.89574  4.08726
C  3.95405  0.39553  4.58347
C  -3.70289  2.54162  -0.29369
N  -2.69115  2.11513  -1.33627
C  -3.21673  2.29521  -2.74648
C  -2.39326  1.88874  -4.11114
C  -2.86656  0.32854  -4.48416
O  -2.21696  -0.40938  -5.42668
Cl  -4.32419  -0.38707  -3.53317
N  -4.60037  2.90228  -2.58445
N  -4.82772  3.00002  -1.19348
H  -7.60303  0.89182  1.53156
H  -7.65447  2.75786  1.26643
H  -6.72116  1.60939  0.02491
H  -6.01134  1.91871  3.23936
H  -5.03970  0.84959  1.94711
H  -1.52174  2.90775  1.79356
H  -1.75171  1.22465  0.96432
H  -3.19189  0.38891  3.10826
H  -2.79166  2.01287  3.99651
H  -0.59052  0.11973  2.44327
H  -0.20472  1.64531  3.57584
H  -1.85199  -0.85016  4.98001
H  -0.42025  0.20966  5.62401
H  -0.22841  -2.46878  3.87655
H  0.99672  -1.03892  3.38409
H  0.90507  -2.52528  6.31121
H  1.83051  -0.83315  5.97065
H  2.65231  -3.80139  5.05772
H  2.49494  -2.64130  3.57859
H  4.92557  -2.85386  4.80346
H  4.28848  -1.69681  6.16786
H  2.91446  0.57108  4.05276
H  3.74707  0.37399  5.73631
H  4.64628  1.31883  4.33812
H  -2.57909  2.60927  -5.01648
H  -1.24481  1.78589  -3.81644
H  -5.27896  3.18388  -3.34493
H  -5.73421  3.37211  -0.83019
O  9.42856  1.83717  5.43314
S  8.30595  2.58280  5.96159
O  6.94232  2.29585  5.57481
O  8.58489  4.17578  5.75823
C  8.88494  4.65379  4.45499
C  7.63694  4.74751  3.59714
C  8.39875  2.56492  7.73441
H  9.64764  4.02951  3.97788
H  9.31390  5.65466  4.57173
H  7.22976  3.75432  3.38478
H  7.85889  5.23208  2.64218
H  6.85432  5.31430  4.11137
H  9.41339  2.82663  8.03936
H  8.15312  1.55658  8.07450
H  7.67522  3.27812  8.13357
O  -8.91896  2.33282  -5.24303
S  -9.38854  1.23897  -6.06671
O  -9.94392  0.03134  -5.49697
O  -8.21653  0.82995  -7.12305
C  -6.92766  0.50954  -6.61997
C  -6.89602  -0.88460  -6.02198
C  -10.54403  1.87912  -7.25283
H  -6.59604  1.25949  -5.89424
H  -6.23400  0.55075  -7.46643
H  -7.51075  -0.93939  -5.11841
H  -5.87454  -1.16729  -5.75238
H  -7.29465  -1.61914  -6.72890
H  -10.11499  2.76519  -7.72380
H  -11.46078  2.14343  -6.72139
H  -10.75423  1.10624  -7.99441
O  -6.23583  -2.95334  -8.62842
S  -4.88234  -3.07398  -9.12737
O  -4.10843  -1.92268  -9.53603
O  -4.85625  -4.17659  -10.32752
C  -5.74060  -4.00873  -11.42601
C  -5.24468  -2.93741  -12.37918
C  -3.92656  -4.00057  -7.95274
H  -6.75569  -3.79039  -11.07815
H  -5.77986  -4.96685  -11.95501
H  -5.27635  -1.94884  -11.91115
H  -5.86379  -2.90384  -13.28007
H  -4.20550  -3.12527  -12.66728
H  -4.48146  -4.89748  -7.67232
H  -3.76609  -3.36929  -7.07613
H  -2.96722  -4.26048  -8.40396
O  9.77078  -4.13190  6.49685
S  9.73652  -3.93358  5.06334
O  10.83680  -4.31909  4.20765
O  9.34881  -2.38128  4.75220
C  10.12999  -1.35263  5.34261
C  11.45571  -1.18107  4.62482
C  8.25045  -4.66644  4.42590
H  10.27944  -1.54231  6.41068
H  9.55496  -0.42451  5.25705
H  12.09519  -2.05798  4.76423
H  11.99270  -0.30817  5.00655
H  11.30118  -1.06191  3.54773
H  7.40548  -4.34411  5.03674
H  8.36001  -5.75171  4.47988
H  8.12122  -4.35735  3.38704

Cartesian forces (eV/Å) of the 2 atoms listed first:
C -0.53 -0.53 0.11
C -1.61 -2.11 -0.06

The value obtained for the LUMO energy is -3.858 eV. As for the charge: +1. Its frontier orbital gap is 7.14 eV. The value obtained for the highest occupied orbital energy is -0.40425 Eh.



2.
Entry from OMol25: C30H45CsN7O2SSbSi3 as an isolated structure at a distorted geometry (ωB97M-V/def2-TZVPD).

Geometry (Å):
Cs  -0.11082  0.38613  -0.09372
N  -8.59388  1.90855  1.16390
C  -7.33315  1.47445  0.79833
C  -6.22053  2.30237  0.96222
C  -4.97182  1.88330  0.54261
C  -4.82027  0.64157  -0.05158
C  -5.91749  -0.19011  -0.23063
C  -7.16298  0.22270  0.19272
S  -3.18494  0.12018  -0.48749
O  -2.40478  1.34396  -0.71656
O  -3.23399  -0.73072  -1.65647
N  -2.41268  -0.57179  0.72076
C  -2.94745  -1.45545  1.58621
N  -2.09255  -1.94002  2.51996
C  -2.56892  -2.81609  3.38664
C  -3.88938  -3.23905  3.39683
C  -4.69522  -2.66854  2.42589
N  -4.24914  -1.80529  1.53004
H  -8.63928  2.68134  1.80443
H  -9.29354  1.20151  1.30612
H  -6.34273  3.28018  1.41369
H  -4.10508  2.51967  0.66454
H  -5.78683  -1.14942  -0.70816
H  -8.02472  -0.42151  0.06080
H  -1.85238  -3.19424  4.11168
H  -4.26170  -3.96129  4.10751
H  -5.75284  -2.91213  2.35575
C  1.55524  -1.35395  6.07205
C  0.56881  -1.37961  5.09785
C  0.89569  -1.19413  3.76523
C  2.22168  -0.95551  3.40492
C  3.21903  -0.94110  4.38895
C  2.88342  -1.14423  5.71145
N  2.45924  -0.72835  2.04183
N  3.61243  -0.36313  1.76854
C  3.89748  0.02217  0.45914
C  5.21212  -0.14637  0.01555
C  5.55413  0.30584  -1.24363
C  4.59373  0.95303  -2.01026
C  3.33033  1.11053  -1.46602
N  2.97227  0.64334  -0.27652
H  1.29313  -1.50155  7.11184
H  -0.46530  -1.54215  5.37339
H  0.12290  -1.23230  3.00561
H  4.24462  -0.77538  4.09135
H  3.65275  -1.13412  6.47262
H  5.93005  -0.62966  0.66345
H  6.56010  0.17807  -1.62095
H  4.81638  1.33328  -2.99739
H  2.55849  1.64416  -2.01548
C  0.67528  4.36129  -6.04197
Si  0.91018  3.28455  -4.49468
C  2.16695  1.95876  -5.04221
C  1.72926  4.43077  -3.21214
Sb  -0.86594  1.96819  -3.13580
Si  -2.61179  3.82501  -2.94258
C  -2.29659  4.68474  -1.28666
C  -2.45850  5.14155  -4.30580
C  -4.38651  3.17453  -2.97977
Si  -1.83158  0.65884  -5.13194
C  -0.74710  -0.89064  -5.26115
C  -1.70980  1.57028  -6.79474
C  -3.62182  0.14369  -4.86882
H  1.65280  4.59434  -6.47048
H  0.17315  5.30201  -5.80989
H  0.08769  3.85063  -6.80740
H  3.18214  2.36203  -5.09385
H  1.90842  1.59454  -6.03948
H  2.17827  1.10031  -4.36628
H  2.78638  4.60505  -3.42800
H  1.65711  4.02289  -2.20088
H  1.23060  5.40330  -3.20813
H  -1.26244  5.02800  -1.20549
H  -2.48016  3.97474  -0.47762
H  -2.95215  5.54724  -1.14543
H  -1.57322  5.76360  -4.15363
H  -3.33459  5.79436  -4.30692
H  -2.37825  4.68471  -5.29483
H  -4.43637  2.18411  -2.52405
H  -4.76180  3.09668  -4.00170
H  -5.05289  3.83431  -2.41962
H  0.31581  -0.63887  -5.25912
H  -0.95763  -1.44607  -6.17830
H  -0.94380  -1.55163  -4.41366
H  -0.66856  1.71213  -7.09232
H  -2.18399  2.55328  -6.74784
H  -2.21001  0.99287  -7.57593
H  -3.75226  -0.20799  -3.84583
H  -3.89690  -0.66948  -5.54471
H  -4.31077  0.97456  -5.03076

Cartesian forces (eV/Å) of the 2 atoms listed first:
Cs 3.06 -0.23 0.52
N -0.01 0.02 -0.06

The value obtained for the LUMO energy is -0.793 eV. As for the charge: 0. Its frontier orbital gap is 6.85 eV. The value obtained for the highest occupied orbital energy is -0.28104 Eh.



3.
Entry from OMol25: C7H15ClI2N2OPRe as an isolated structure at a distorted geometry (ωB97M-V/def2-TZVPD).

Geometry (Å):
I  -3.68066  -1.22669  1.99712
I  -3.64773  1.28173  1.97287
Re  0.84044  -0.01690  -0.07460
P  0.50629  -0.00213  -2.28369
C  -1.12007  -0.01529  -3.11882
C  1.12897  1.58145  -2.89587
H  2.10521  -1.79558  -2.43733
H  1.22085  -1.52678  -3.98914
H  0.44695  -2.37447  -2.61994
C  1.14448  -1.57951  -2.89384
H  2.07628  1.82109  -2.43139
H  1.21970  1.52392  -3.98868
H  -0.97993  0.00422  -4.21616
H  -1.74585  0.85182  -2.83817
H  0.41877  2.37069  -2.63653
H  -1.72363  -0.88245  -2.86095
C  -1.05998  0.00830  -0.30578
O  -2.19955  -0.06190  -0.56299
Cl  3.17359  0.04381  -0.28285
C  1.29847  0.46800  5.05502
N  0.18896  -0.02729  4.23519
C  -1.05641  -0.46384  4.89761
C  0.22502  -0.04631  2.95763
N  0.63549  -0.00215  1.83573
H  0.96472  0.33508  6.08050
H  1.47972  1.52062  4.83996
H  2.19705  -0.08324  4.84877
H  -1.88786  0.16700  4.56814
H  -1.28805  -1.48855  4.60413
H  -0.88084  -0.38576  5.96846

Cartesian forces (eV/Å) of the 2 atoms listed first:
I -0.41 -1.05 0.16
I -0.35 1.06 0.16

The spin multiplicity is 4. The value obtained for the LUMO energy (alpha / beta) is -13.386 / -14.395 eV. As for the charge: +3. Its frontier orbital gap (alpha / beta) is 6.06 / 4.89 eV. The value obtained for the highest occupied orbital energy (alpha / beta) is -0.71460 / -0.70889 Eh.



4.
Entry from OMol25: C39H65BBrF6N8O2P2S5Ti as an isolated structure (ωB97M-V/def2-TZVPD).

Geometry (Å):
Ti  0.03792  0.00605  -0.07453
C  3.97124  0.64157  5.43087
C  2.88972  0.10112  4.49751
C  3.57048  -0.66850  3.37165
C  1.95588  -0.79068  5.31744
N  2.09760  1.24766  3.94968
C  2.30899  2.57009  4.29840
C  1.29085  3.28532  3.78946
N  0.44282  2.42353  3.13010
B  -0.93479  3.01072  2.65400
N  -0.75841  3.95242  1.45872
C  -1.43558  5.14699  1.37368
C  -1.16678  5.68583  0.17347
N  -0.31631  4.81684  -0.49504
C  -0.09301  3.74429  0.30690
S  0.94081  2.41595  0.02348
C  0.11620  5.15325  -1.88980
C  1.00589  4.10790  -2.55007
C  0.88353  6.47451  -1.82329
C  -1.15960  5.29532  -2.72522
N  -2.08074  1.98212  2.45770
C  -2.74599  1.55471  3.59281
C  -3.98262  1.17206  3.24273
N  -4.10053  1.34739  1.86971
C  -2.90336  1.80688  1.38611
S  -2.47044  2.00122  -0.24624
C  -5.40247  1.32582  1.13658
C  -5.37704  0.31048  0.00121
C  -6.51394  0.92464  2.10488
C  -5.68915  2.73610  0.62054
C  0.95968  1.18927  3.20144
S  0.30814  -0.22547  2.45937
H  4.51626  -0.21183  5.83368
H  3.55093  1.19565  6.27089
H  4.68776  1.26997  4.90094
H  4.02422  -1.57180  3.78523
H  4.34705  -0.06863  2.90283
H  2.85770  -0.94585  2.60173
H  2.53965  -1.59603  5.76594
H  1.17349  -1.22804  4.70125
H  1.49076  -0.21604  6.12109
H  3.15585  2.89352  4.86924
H  1.08585  4.33923  3.84508
H  -1.28537  3.72173  3.56943
H  -2.05484  5.50159  2.17770
H  -1.50153  6.60877  -0.25948
H  1.94804  3.96566  -2.02590
H  1.22004  4.47789  -3.55605
H  0.51989  3.13819  -2.63188
H  1.77219  6.36337  -1.20076
H  0.27678  7.28691  -1.42198
H  1.20050  6.75592  -2.82802
H  -1.74153  4.37376  -2.67489
H  -0.89101  5.48474  -3.76519
H  -1.78879  6.11841  -2.38566
H  -2.27917  1.58381  4.56160
H  -4.77600  0.78636  3.85149
H  -5.22568  -0.69087  0.40038
H  -4.58494  0.53073  -0.70815
H  -6.33841  0.33480  -0.51632
H  -6.35474  -0.07583  2.51094
H  -7.44996  0.90854  1.54743
H  -6.62486  1.63561  2.92481
H  -4.93471  3.04936  -0.09878
H  -5.70488  3.44703  1.44979
H  -6.66659  2.74930  0.13549
F  2.25778  -0.02705  -0.14897
P  3.94569  0.25222  -0.57548
F  5.48840  0.43601  -0.90046
F  4.21947  -1.17356  0.16290
F  3.52355  1.60333  -1.29054
F  3.68646  -0.53831  -1.95048
F  4.07515  1.00331  0.82637
C  2.11724  -4.29699  0.60722
C  1.41316  -2.94638  0.85842
N  0.70806  -2.50862  -0.35536
C  1.65974  -2.58908  -1.48187
C  1.98725  -4.04344  -1.83238
N  1.56331  -4.88069  -0.66102
C  0.06693  -4.89540  -0.60540
C  -0.41350  -3.43350  -0.60173
H  1.94015  -5.01695  1.40475
H  3.18979  -4.17863  0.45819
H  2.15326  -2.19849  1.12945
H  0.68934  -3.02132  1.67004
H  2.55818  -2.06768  -1.20115
H  1.23185  -2.10111  -2.34874
H  3.05555  -4.19540  -1.97954
H  1.43606  -4.39782  -2.70386
H  1.90809  -5.82958  -0.77668
H  -0.21752  -5.44151  0.29400
H  -0.28494  -5.43633  -1.48286
H  -1.15723  -3.30820  0.17861
H  -0.85708  -3.17388  -1.55822
C  -2.89061  0.09892  -6.09733
C  -1.95447  0.75661  -5.10580
C  -1.83627  2.25532  -5.27599
O  -0.63152  0.19983  -5.30008
P  0.06005  -0.72528  -4.19613
S  -0.73896  -2.51056  -4.13400
S  0.11978  0.44618  -2.53538
O  1.53813  -0.86876  -4.75355
C  2.39946  0.11254  -5.39612
C  2.05918  0.19674  -6.87210
C  2.40310  1.46335  -4.71004
H  -3.90472  0.47916  -5.96358
H  -2.89495  -0.98081  -5.95127
H  -2.56963  0.31079  -7.11910
H  -2.27340  0.53505  -4.08337
H  -1.41152  2.48785  -6.25492
H  -1.19154  2.67424  -4.50251
H  -2.81969  2.72328  -5.20296
H  3.38559  -0.34075  -5.28389
H  1.10790  0.70471  -7.02391
H  1.99519  -0.80064  -7.30699
H  2.84272  0.75304  -7.39006
H  1.44330  1.96860  -4.83217
H  3.17717  2.07947  -5.17269
H  2.61766  1.37267  -3.64674
Br  -5.20947  -4.28299  0.04744
C  -3.87754  -2.92668  0.09980
C  -3.33750  -2.54807  1.31558
C  -2.33609  -1.57856  1.33757
C  -1.84454  -0.96587  0.17556
C  -2.50229  -1.32419  -1.01462
C  -3.48800  -2.30015  -1.07118
H  -3.68325  -3.00667  2.23368
H  -1.92773  -1.31258  2.30534
H  -2.20899  -0.86538  -1.94957
H  -3.93329  -2.57375  -2.01926

Cartesian forces (eV/Å) of the 2 atoms listed first:
Ti -0.24 0.67 0.11
C 0.01 0.00 -0.01

The spin multiplicity is 2. The value obtained for the LUMO energy (alpha / beta) is -0.487 / -0.486 eV. As for the charge: 0. Its frontier orbital gap (alpha / beta) is 6.42 / 6.43 eV. The value obtained for the highest occupied orbital energy (alpha / beta) is -0.25397 / -0.25407 Eh.